Record 1
A structure of composition C24H45N6O4PS3Ti in a non-equilibrium geometry, computed with ωB97M-V/def2-TZVPD.

```
84
C24H45N6O4PS3Ti (ωB97M-V/def2-TZVPD)
Ti -1.0347 0.9709 -0.7526
C -2.2152 1.2422 4.2541
N -1.8299 2.0233 3.0853
C -1.5922 3.4590 3.2102
C -1.6613 1.4553 1.8953
O -1.3104 2.1504 0.9137
C -1.9547 -0.0291 1.6919
O -2.0197 -0.3450 0.3516
C -4.5340 0.5823 -0.6104
C -3.8081 1.1970 -1.6955
O -2.7673 1.8686 -1.4499
N -4.2292 1.0771 -2.9640
C -3.4759 1.7367 -4.0247
C -5.5262 0.5574 -3.3563
H -1.9916 1.8193 5.1471
H -1.6501 0.3123 4.3036
H -3.2815 1.0095 4.2496
H -1.9435 3.7855 4.1846
H -2.1291 3.9954 2.4304
H -0.5305 3.6866 3.1096
H -2.8913 -0.2741 2.2183
H -1.1593 -0.5923 2.2062
H -4.3643 0.9792 0.3758
H -5.1984 -0.2556 -0.7311
H -2.4361 1.8379 -3.7325
H -3.8913 2.7265 -4.2275
H -3.5473 1.1304 -4.9269
H -5.9797 -0.0252 -2.5620
H -5.4021 -0.0779 -4.2333
H -6.2011 1.3764 -3.6150
O 0.6930 0.4419 0.3483
P 2.0758 -0.0505 0.6660
N 3.1541 0.8871 -0.1346
C 4.5784 0.5291 -0.2635
C 5.2588 1.8300 -0.7130
C 4.1144 2.6729 -1.2751
C 2.9682 2.3342 -0.3373
N 2.2130 -1.6321 0.2772
C 3.3276 -2.5077 0.6840
C 3.6522 -3.2935 -0.5805
C 2.2752 -3.4655 -1.2172
C 1.6072 -2.1127 -0.9820
N 2.4875 -0.0165 2.2563
C 1.8156 -0.8810 3.2465
C 2.0039 -0.1488 4.5792
C 3.2358 0.7219 4.3395
C 3.0294 1.1846 2.9051
H 4.6924 -0.2629 -1.0076
H 4.9958 0.1670 0.6813
H 6.0539 1.6444 -1.4327
H 5.7021 2.3355 0.1471
H 3.8591 2.3535 -2.2874
H 4.3391 3.7380 -1.2944
H 1.9845 2.5332 -0.7516
H 3.0692 2.8875 0.6046
H 2.9956 -3.1871 1.4754
H 4.1679 -1.9339 1.0711
H 4.1489 -4.2378 -0.3633
H 4.3022 -2.7077 -1.2346
H 1.7247 -4.2537 -0.6993
H 2.3151 -3.7196 -2.2752
H 0.5247 -2.1786 -0.8810
H 1.8281 -1.4200 -1.8008
H 2.2819 -1.8683 3.2597
H 0.7609 -1.0173 3.0007
H 2.1192 -0.8387 5.4130
H 1.1385 0.4859 4.7856
H 4.1424 0.1165 4.4026
H 3.3260 1.5501 5.0400
H 3.9492 1.5081 2.4177
H 2.3140 2.0163 2.8729
S -1.1237 -0.7664 -2.7621
C -2.3191 -1.9224 -2.7646
N -2.7224 -2.5531 -3.8788
C -3.4372 -3.8085 -3.6719
C -4.2162 -3.5912 -2.3845
S -3.1434 -2.5327 -1.3597
H -2.1672 -2.4039 -4.7099
H -2.7231 -4.6298 -3.5627
H -4.0925 -4.0155 -4.5159
H -4.4141 -4.5236 -1.8626
H -5.1578 -3.0753 -2.5693
S 0.8055 2.3522 -3.4609
C 0.0418 1.8865 -2.1853
```

Output
spin multiplicity = 4
total charge = +1
HOMO-LUMO gap (alpha / beta) = 6.226 / 7.751 eV
⟨S²⟩ = 3.77
F_max = 0.021 hartree/bohr



Record 2
A structure of composition C24H45NP2SiZn in a non-equilibrium geometry, computed with ωB97M-V/def2-TZVPD.

```
74
C24H45NP2SiZn (ωB97M-V/def2-TZVPD)
P 0.3707 -2.8971 -2.0939
P -0.1089 4.4539 -1.5173
C 0.4590 -1.0769 -2.2234
C 0.2569 2.7337 -2.0582
H -0.0093 -0.8811 -3.1916
H 1.5234 -0.8948 -2.4207
H 1.3090 2.3902 -1.9477
H -0.0243 2.8392 -3.1061
C -1.6191 4.5694 -2.6558
H -2.4274 4.8715 -1.9703
H -1.9509 3.6029 -3.0778
H -1.4735 5.3240 -3.4532
C 1.1465 5.1763 -2.6770
H 0.7061 5.4470 -3.6539
H 2.0051 4.4848 -2.7588
H 1.4423 6.0692 -2.1046
C -0.8160 -3.8464 -3.0860
H -1.0076 -4.7816 -2.5582
H -0.4062 -4.1066 -4.0688
H -1.7630 -3.3218 -3.2374
C 2.0061 -3.5349 -2.5860
H 2.6757 -2.6843 -2.7419
H 1.9608 -4.1147 -3.5170
H 2.3260 -4.1680 -1.7394
Zn -0.5856 0.8088 -2.9983
C 0.3183 1.3984 -4.9899
C -1.0795 1.3324 -4.7696
C -2.0067 0.6411 -5.7661
C -1.5596 -0.7625 -6.1804
C -0.6995 -1.3540 -5.1231
C 0.6406 -1.4492 -5.1829
C 1.5540 -0.6142 -6.0137
C 1.0548 0.8329 -6.1599
C 0.0793 -3.1942 -0.3622
H 0.9663 2.1142 -4.4811
H -1.5835 2.2159 -4.3510
H -2.1915 1.2677 -6.6574
H -2.9673 0.5651 -5.2397
H -2.4816 -1.3529 -6.2913
H -1.0840 -0.7472 -7.1679
H -1.2885 -1.8377 -4.3499
H 1.1273 -2.2068 -4.5474
H 1.7185 -1.0481 -7.0148
H 2.5452 -0.6343 -5.5400
H 1.9711 1.4348 -6.2742
H 0.4690 0.9241 -7.0820
H 0.0634 -2.1987 0.0942
H 0.8706 -3.8252 0.0071
H -0.9248 -3.6469 -0.3980
C 2.7959 0.8698 0.3534
Si 1.3774 1.4479 1.4151
C 1.6408 0.7885 3.1548
C 1.5288 3.3210 1.5582
N -0.1287 0.9702 0.7906
C -1.3170 1.1348 1.3322
C -2.5479 0.5958 0.7801
C -3.7777 0.7896 1.3954
C -3.8575 1.5343 2.5856
C -2.6968 2.0844 3.1599
C -1.4611 1.8920 2.5597
H 3.7366 1.1496 0.8476
H 2.8054 1.3309 -0.6388
H 2.7952 -0.2199 0.2448
H 2.6213 1.1138 3.5242
H 0.8988 1.1427 3.8801
H 1.6215 -0.3081 3.1691
H 1.6478 3.8061 0.5803
H 0.6672 3.7799 2.0618
H 2.4163 3.5499 2.1655
H -2.4479 0.0290 -0.1512
H -4.6642 0.3613 0.9271
H -4.8335 1.6815 3.0599
H -2.7836 2.6782 4.0861
H -0.5802 2.3240 3.0475
```

Output
total charge = 0
energy above the lowest of the compared OMol25 structures with the same formula, charge and spin = 276.2 kJ/mol
HOMO-LUMO gap (alpha / beta) = 6.380 / 4.437 eV
F_max = 0.077 hartree/bohr



Question: What is the F_max in the first record?
Answer: 0.021 hartree/bohr